(1)
{
  "formula": "C2H8NO",
  "method": "ωB97M-V with the def2-TZVPD basis set",
  "symbols": ["C", "C", "N", "H", "H", "H", "H", "H", "H", "H", "H", "O"],
  "coordinates": [[0.217, 0.152, -1.043], [-0.493, 1.169, -1.488], [1.063, 0.087, 0.159], [-0.040, -0.808, -1.473], [-1.286, 1.013, -2.201], [-0.235, 2.213, -1.329], [1.936, 0.584, -0.031], [0.620, 0.446, 1.004], [1.295, -0.884, 0.340], [-1.608, -0.830, 1.971], [-0.421, -1.452, 2.524], [-0.718, -1.135, 1.662]],
  "forces_ev_per_angstrom": [[-2.073, -1.025, -0.331], [1.082, 1.101, -0.028], [1.097, 0.709, -1.135], [0.326, -0.278, 0.543], [0.220, -0.262, -0.357], [-0.367, -0.051, 0.686], [0.145, 0.071, 0.298], [-0.325, -0.035, -0.031], [-0.029, -0.203, 0.133], [0.678, -0.202, -0.992], [0.530, -0.394, -0.065], [-1.286, 0.569, 1.280]],
  "lowdin_charge": [-0.154, 0.083, 0.181, 0.124, 0.086, 0.087, 0.180, 0.150, 0.157, 0.096, 0.067, -0.055],
  "energy_ha": -210.70606,
  "charge": 1
}

=====

(2)
{
  "formula": "C2H8NO",
  "method": "ωB97M-V with the def2-TZVPD basis set",
  "symbols": ["N", "H", "H", "H", "H", "O", "C", "C", "H", "H", "H", "H"],
  "coordinates": [[-1.176, 0.809, -1.665], [-1.587, -0.034, -1.044], [-1.858, 0.988, -2.466], [-0.228, 0.614, -1.963], [-1.216, 1.575, -0.989], [-0.588, -0.705, 0.125], [0.182, -0.966, 1.008], [1.429, -0.245, 1.274], [-0.200, -1.788, 1.672], [1.621, 0.042, 2.399], [2.226, -0.943, 0.965], [1.394, 0.653, 0.683]],
  "forces_ev_per_angstrom": [[-3.677, -1.129, 0.114], [1.598, 1.677, -1.681], [1.432, -0.033, 1.106], [0.026, -0.152, -0.032], [0.268, 0.208, -0.376], [-0.218, 0.430, -0.991], [-1.177, -1.472, 2.332], [0.764, 0.152, 1.907], [1.007, 0.317, -0.048], [-0.587, -0.830, -2.156], [0.075, 0.470, 0.116], [0.488, 0.362, -0.290]],
  "lowdin_charge": [0.237, 0.166, 0.181, 0.134, 0.140, -0.021, -0.277, -0.031, 0.148, 0.146, 0.107, 0.069],
  "energy_ha": -210.71883,
  "charge": 1
}

=====

(3)
{
  "formula": "C2H8NO",
  "method": "ωB97M-V with the def2-TZVPD basis set",
  "symbols": ["C", "O", "C", "N", "H", "H", "H", "H", "H", "H", "H", "H"],
  "coordinates": [[2.353, 0.011, -0.067], [1.023, 0.122, 0.111], [-1.949, 0.463, -0.207], [-1.269, -0.650, 0.391], [2.806, 0.233, 0.924], [2.743, 0.648, -0.858], [-2.385, 1.124, 0.555], [-2.736, 0.105, -0.872], [-1.210, 1.012, -0.784], [-1.741, -1.516, 0.632], [-0.258, -0.524, 0.489], [2.623, -1.026, -0.315]],
  "forces_ev_per_angstrom": [[-0.432, 0.658, -0.685], [-0.006, -0.128, -0.209], [0.147, -1.158, -0.605], [-0.066, 1.183, -0.183], [0.210, -0.355, 0.091], [-0.012, 0.238, 0.083], [-0.009, 0.009, 0.173], [-0.210, 0.109, 0.191], [0.032, 0.345, 0.174], [-0.007, -0.031, -0.201], [0.233, -0.364, 0.674], [0.119, -0.506, 0.497]],
  "lowdin_charge": [-0.091, -0.007, -0.047, 0.230, 0.159, 0.103, 0.135, 0.112, 0.104, 0.151, 0.004, 0.147],
  "energy_ha": -210.50101,
  "charge": 1
}

=====

(4)
{
  "formula": "C2H8NO",
  "method": "ωB97M-V with the def2-TZVPD basis set",
  "symbols": ["O", "H", "H", "H", "C", "C", "N", "H", "H", "H", "H", "H"],
  "coordinates": [[-1.595, 1.164, -1.155], [-0.381, 0.466, -0.461], [-2.507, 1.079, -1.506], [-1.181, 1.914, -1.619], [1.268, 0.261, 0.981], [0.028, -1.557, 0.026], [0.315, -0.256, -0.054], [0.648, 0.820, 1.734], [1.629, -0.605, 1.519], [2.008, 0.857, 0.405], [-0.940, -1.882, -0.383], [0.707, -2.260, 0.513]],
  "forces_ev_per_angstrom": [[0.632, 0.250, -0.041], [-0.944, 0.151, -1.580], [0.421, -0.172, 0.357], [-0.363, -0.006, -0.026], [-1.806, -1.929, -1.075], [-0.751, 0.108, -0.720], [1.576, 0.110, 3.124], [0.419, 0.840, -0.309], [0.628, 0.013, 0.116], [-0.075, 0.764, 0.256], [0.048, -0.056, 0.187], [0.214, -0.071, -0.289]],
  "lowdin_charge": [0.020, 0.124, 0.139, 0.118, 0.150, 0.408, 0.165, 0.206, 0.119, 0.198, 0.181, 0.173],
  "energy_ha": -210.07614,
  "charge": 2,
  "multiplicity": 2
}

=====

(5)
{
  "formula": "C2H8NO2",
  "method": "ωB97M-V with the def2-TZVPD basis set",
  "symbols": ["C", "O", "C", "N", "H", "H", "H", "H", "H", "H", "H", "H", "O"],
  "coordinates": [[-0.920, -0.896, -0.289], [0.273, -1.364, 0.223], [-1.336, 0.423, 0.321], [-0.560, 1.596, -0.184], [-1.657, -1.665, -0.042], [-0.886, -0.768, -1.394], [-1.157, 0.563, 1.388], [-2.385, 0.632, 0.113], [-0.473, 1.563, -1.194], [0.394, 1.492, 0.156], [2.637, 0.200, 0.751], [1.211, -0.794, 0.212], [2.165, 0.217, -0.106]],
  "forces_ev_per_angstrom": [[0.942, 0.089, 0.653], [0.706, -1.220, 0.663], [0.570, 1.925, -0.674], [-0.415, -0.064, 0.088], [-0.433, -0.073, -0.208], [-0.158, 0.004, 0.167], [-0.313, -1.011, 0.205], [-0.350, -0.086, 0.028], [-0.014, -0.152, -0.014], [0.242, -0.241, -0.230], [-0.098, 0.216, -0.697], [-1.021, 1.041, -1.256], [0.346, -0.428, 1.273]],
  "lowdin_charge": [-0.369, -0.200, -0.285, -0.036, 0.087, 0.104, 0.100, 0.078, 0.040, 0.017, -0.090, 0.007, -0.453],
  "energy_ha": -286.23218,
  "charge": -1
}

=====

(6)
{
  "formula": "C2H8NO2",
  "method": "ωB97M-V with the def2-TZVPD basis set",
  "symbols": ["C", "O", "C", "N", "H", "H", "H", "H", "H", "H", "H", "H", "O"],
  "coordinates": [[-0.722, -0.957, -0.042], [-0.941, 0.204, 0.558], [0.376, -0.812, -1.200], [0.443, 0.512, -1.853], [-0.609, -1.974, 0.382], [-1.723, -1.028, -0.618], [1.475, -0.811, -0.834], [0.188, -1.602, -1.878], [-0.385, 0.856, -2.430], [0.319, 1.224, -1.076], [1.033, 0.186, 2.658], [0.109, 0.665, 1.403], [0.762, 0.986, 2.295]],
  "forces_ev_per_angstrom": [[-1.433, 0.779, -4.080], [1.251, 1.087, 2.496], [1.158, 1.393, 1.708], [-1.778, 2.269, -0.063], [0.396, 0.279, 1.040], [0.903, -1.091, -0.211], [-1.697, -0.891, -0.001], [0.179, -0.808, -1.075], [0.943, -1.547, 0.761], [0.519, -1.294, -0.637], [0.705, -2.153, 0.981], [0.114, 0.140, 1.421], [-1.261, 1.835, -2.340]],
  "lowdin_charge": [-0.470, -0.298, -0.299, -0.085, 0.074, 0.089, 0.109, 0.055, 0.063, 0.067, -0.086, 0.024, -0.243],
  "energy_ha": -286.20495,
  "charge": -1
}

=====

(7)
{
  "formula": "C2H8NO2",
  "method": "ωB97M-V with the def2-TZVPD basis set",
  "symbols": ["C", "C", "N", "O", "O", "H", "H", "H", "H", "H", "H", "H", "H"],
  "coordinates": [[1.792, 0.055, 0.533], [-0.217, 0.410, -0.859], [0.316, -0.143, 0.324], [-2.487, -0.531, 0.127], [-2.051, 0.555, -0.663], [1.903, 1.156, 0.645], [1.986, -0.484, 1.394], [2.429, -0.378, -0.263], [-0.218, 1.507, -0.700], [-0.230, -0.038, -1.802], [-0.283, 0.055, 1.238], [0.209, -1.190, 0.464], [-3.147, -0.975, -0.440]],
  "forces_ev_per_angstrom": [[-0.176, 2.082, -1.329], [-5.799, 3.594, 1.697], [-0.966, -3.958, 3.288], [-0.032, -0.083, -0.074], [3.520, -0.769, 0.105], [0.506, -0.921, 0.002], [0.723, -0.658, 1.980], [-0.842, 0.437, 0.073], [0.766, -0.682, -1.088], [0.864, -0.910, -1.094], [1.285, 0.797, -2.273], [-0.212, 0.928, -1.349], [0.363, 0.143, 0.061]],
  "lowdin_charge": [0.034, 0.056, -0.056, -0.083, -0.143, 0.129, 0.080, 0.131, 0.152, 0.122, 0.251, 0.206, 0.121],
  "energy_ha": -285.77833,
  "charge": 1
}

=====

(8)
{
  "formula": "C2H8NO2",
  "method": "ωB97M-V with the def2-TZVPD basis set",
  "symbols": ["C", "N", "C", "O", "O", "H", "H", "H", "H", "H", "H", "H", "H"],
  "coordinates": [[-1.666, 0.126, 0.126], [-0.471, -0.540, -0.351], [0.902, 0.159, 0.331], [1.071, 1.336, -0.188], [1.736, -0.868, 0.036], [-1.500, 1.080, -0.203], [-2.471, -0.365, -0.317], [-1.705, 0.015, 1.135], [-0.357, -1.482, -0.057], [-0.174, -0.373, -1.374], [0.585, 0.339, 1.484], [1.417, 1.384, -1.033], [2.633, -0.811, 0.411]],
  "forces_ev_per_angstrom": [[0.865, -1.463, -2.039], [3.575, 1.809, -0.814], [-2.673, -1.784, 2.981], [-0.796, 1.789, 2.184], [0.969, -0.026, -0.057], [-0.543, 2.784, -0.420], [-1.688, -0.315, -0.739], [-0.162, -0.029, 2.933], [-0.137, -1.283, -0.240], [-1.363, -0.909, 1.762], [0.918, -0.729, -2.569], [1.432, -0.086, -2.984], [-0.396, 0.241, 0.002]],
  "lowdin_charge": [0.014, 0.066, -0.435, 0.153, 0.074, 0.085, 0.101, 0.083, 0.150, 0.218, 0.226, 0.108, 0.157],
  "energy_ha": -285.94443,
  "charge": 1
}

=====

(9)
{
  "formula": "C2H8NO2P",
  "method": "ωB97M-V with the def2-TZVPD basis set",
  "symbols": ["C", "C", "N", "O", "O", "P", "H", "H", "H", "H", "H", "H", "H", "H"],
  "coordinates": [[-1.073, -0.767, 1.136], [-0.128, -0.114, -1.571], [1.729, -0.194, 0.723], [2.862, 0.322, 0.055], [-0.479, 2.083, 0.430], [0.275, 0.070, 0.195], [-0.637, -1.174, 2.094], [-1.712, -0.063, 1.493], [-1.511, -1.508, 0.354], [-1.166, 0.097, -1.798], [0.426, 0.598, -2.279], [0.302, -1.004, -1.820], [3.300, 0.824, 0.810], [-0.420, 2.230, 1.405]],
  "forces_ev_per_angstrom": [[3.108, -2.939, -1.263], [0.671, 4.086, -0.257], [-1.006, -0.497, 0.548], [0.494, 1.041, 1.242], [1.147, -3.116, 0.359], [-1.466, 3.863, 0.250], [-0.285, -0.377, -1.368], [-2.198, 2.188, 0.242], [0.515, 1.045, 1.955], [-0.275, -0.615, 0.207], [-0.474, -0.532, 1.518], [0.368, -2.981, -0.836], [-0.655, -0.945, -1.557], [0.057, -0.221, -1.040]],
  "lowdin_charge": [-0.174, -0.193, -0.322, -0.175, -0.376, 0.853, 0.071, -0.012, 0.089, 0.053, 0.092, 0.004, 0.113, -0.020],
  "energy_ha": -627.45844,
  "charge": 0
}

=====

(10)
{
  "formula": "C2H8NO2P",
  "method": "ωB97M-V with the def2-TZVPD basis set",
  "symbols": ["C", "P", "O", "O", "C", "N", "H", "H", "H", "H", "H", "H", "H", "H"],
  "coordinates": [[-2.039, -0.922, 0.427], [-0.423, 0.121, -0.013], [-0.249, -0.237, -1.435], [-1.155, 1.592, -0.057], [1.674, 0.624, 0.511], [2.271, -0.300, -0.251], [-2.299, -1.133, 1.511], [-1.768, -1.759, -0.112], [-2.833, -0.347, -0.036], [-0.877, 1.772, -1.031], [1.846, 0.635, 1.547], [1.671, 1.605, 0.033], [2.203, -1.265, 0.114], [1.979, -0.384, -1.207]],
  "forces_ev_per_angstrom": [[1.232, 2.001, 2.660], [-2.062, 1.079, 1.255], [1.049, -0.834, -1.187], [1.150, 0.579, -2.063], [-3.330, 0.427, -1.161], [2.225, -3.095, -0.231], [0.515, 0.223, -1.329], [0.003, -2.088, -0.963], [0.090, 0.059, -0.142], [-1.017, 0.227, 2.098], [0.289, -0.144, 1.159], [-0.201, 0.031, 0.338], [0.379, 0.920, -0.025], [-0.322, 0.615, -0.410]],
  "lowdin_charge": [-0.140, 0.629, -0.399, -0.290, -0.223, -0.060, 0.052, -0.021, 0.031, 0.100, 0.060, 0.085, 0.110, 0.067],
  "energy_ha": -627.57358,
  "charge": 0
}

=====

(11)
{
  "formula": "C2H8NO2P",
  "method": "ωB97M-V with the def2-TZVPD basis set",
  "symbols": ["C", "C", "N", "O", "O", "P", "H", "H", "H", "H", "H", "H", "H", "H"],
  "coordinates": [[-0.569, 1.418, -0.679], [0.434, 0.504, -0.078], [0.424, -1.204, -1.039], [1.244, -1.150, 2.043], [-0.469, 0.679, 2.537], [-0.037, -0.324, 1.548], [-1.608, 1.087, -0.772], [-0.248, 1.733, -1.615], [-0.519, 2.311, -0.185], [1.422, 0.952, -0.310], [0.430, -0.892, -2.056], [1.329, -1.752, -0.814], [1.378, -0.666, 2.797], [-1.106, -1.220, 1.293]],
  "forces_ev_per_angstrom": [[-1.107, -2.150, -0.271], [0.441, -4.244, -1.406], [0.954, 2.359, 0.644], [-1.089, -1.799, -3.403], [0.169, 0.076, 0.344], [-0.622, 1.587, -1.580], [0.262, -0.160, 0.322], [0.606, 0.083, -2.184], [-0.248, 2.318, 2.002], [-0.287, -0.785, 1.024], [0.364, -0.534, 1.736], [-1.610, 1.633, -0.631], [1.398, 1.639, 3.754], [0.769, -0.022, -0.351]],
  "lowdin_charge": [-0.147, -0.282, -0.056, -0.147, -0.366, 0.567, 0.096, 0.053, 0.052, 0.104, 0.025, 0.037, 0.006, 0.059],
  "energy_ha": -627.55409,
  "charge": 0
}

=====

(12)
{
  "formula": "C2H8NO2PS",
  "method": "ωB97M-V with the def2-TZVPD basis set",
  "symbols": ["C", "O", "P", "O", "S", "H", "H", "H", "H", "H", "C", "N", "H", "H", "H"],
  "coordinates": [[0.430, 0.786, 2.398], [-0.692, 1.076, 1.593], [-0.493, 0.868, -0.014], [-1.776, 1.678, -0.525], [-1.728, -0.946, -0.179], [1.182, 0.246, 1.797], [0.081, 0.413, 3.378], [0.931, 1.778, 2.460], [-1.698, 2.629, -0.444], [-0.722, -2.026, 0.018], [0.829, -1.688, -2.203], [0.636, -0.500, -2.296], [-0.024, -2.327, -2.406], [1.648, -2.116, -1.583], [1.395, 0.130, -1.993]],
  "forces_ev_per_angstrom": [[0.946, 1.906, -0.548], [-0.695, 0.108, -0.303], [-0.525, -1.632, 0.650], [-0.644, 0.553, -0.360], [1.818, -1.801, 0.325], [-0.348, -0.810, 0.832], [0.606, -0.149, -0.720], [-0.045, -0.555, 0.978], [0.061, 0.294, -0.024], [-1.652, 2.158, -0.296], [0.538, -3.833, 2.188], [0.026, 5.027, -1.387], [0.142, -0.488, -0.443], [-0.002, -0.130, -0.869], [-0.225, -0.646, -0.022]],
  "lowdin_charge": [-0.182, -0.482, 0.575, -0.351, 0.381, 0.059, 0.098, 0.083, 0.060, -0.118, -0.236, -0.055, 0.051, 0.081, 0.036],
  "energy_ha": -1025.73833,
  "charge": 0
}